Computed, not measured: a structure of composition C33H52AsBaNP2, with ωB97M-V/def2-TZVPD.

Values from the calculation:
- LUMO energy: -5.44 eV
- Net charge: +2
- Molar mass: 736.98 Da
- Total energy: -116653.8050 eV
- HOMO: -13.56 eV

Geometry as XYZ:
```
90
Properties=species:S:1:pos:R:3:mulliken_charge:R:1
Ba 0.977 -0.510 0.248 1.41
N -1.202 -1.335 2.012 -0.11
C -1.231 -1.150 3.442 0.17
C -2.451 -1.014 4.087 -0.66
C -2.494 -0.816 5.458 -0.78
C -1.320 -0.775 6.195 -0.84
C -0.102 -0.914 5.550 -0.43
C -0.041 -1.091 4.170 0.49
P 1.541 -1.168 3.293 0.01
C 1.940 -2.945 3.196 1.15
C 1.019 -3.932 3.535 -0.34
C 1.347 -5.276 3.395 -0.70
C 2.600 -5.642 2.932 -0.69
C 3.533 -4.663 2.611 -0.60
C 3.205 -3.325 2.739 -0.66
C 2.791 -0.450 4.378 0.27
C 3.439 -1.184 5.370 -0.13
C 4.368 -0.569 6.193 -0.74
C 4.650 0.781 6.036 -0.55
C 4.006 1.520 5.054 -0.68
C 3.083 0.903 4.224 -0.70
H -2.143 -1.233 1.638 0.27
H -0.927 -2.287 1.754 -0.07
H -3.372 -1.064 3.519 0.40
H -3.447 -0.699 5.951 0.41
H -1.351 -0.626 7.263 0.46
H 0.815 -0.860 6.122 0.43
H 0.055 -3.659 3.943 0.56
H 0.629 -6.033 3.674 0.49
H 2.861 -6.688 2.847 0.45
H 4.524 -4.946 2.281 0.48
H 3.951 -2.569 2.508 0.48
H 3.223 -2.238 5.501 0.49
H 4.868 -1.141 6.961 0.44
H 5.374 1.258 6.680 0.42
H 4.221 2.572 4.934 0.44
H 2.579 1.490 3.462 0.28
C 3.014 1.451 -4.500 -1.20
C 3.494 1.822 -3.102 -0.71
As 3.424 0.354 -1.818 0.30
C 4.696 -0.969 -2.493 -0.89
C 4.227 -1.783 -3.691 -0.93
C 4.513 1.116 -0.368 -0.66
C 3.859 2.333 0.268 -0.91
H 2.823 2.351 -5.082 0.38
H 2.088 0.872 -4.484 0.27
H 3.760 0.869 -5.039 0.26
H 2.871 2.616 -2.682 0.40
H 4.522 2.197 -3.115 0.50
H 4.901 -1.620 -1.637 0.46
H 5.627 -0.438 -2.709 0.64
H 3.194 -2.127 -3.585 0.02
H 4.851 -2.669 -3.813 0.38
H 4.286 -1.215 -4.617 0.31
H 5.496 1.354 -0.783 0.42
H 4.678 0.331 0.380 0.40
H 3.697 3.138 -0.449 0.32
H 4.472 2.732 1.076 0.37
H 2.880 2.097 0.710 0.11
C -2.141 -4.579 0.938 -1.36
C -1.666 -4.738 -0.503 0.43
C -1.262 -6.187 -0.774 -1.62
P -0.390 -3.469 -0.956 0.38
C 1.248 -4.362 -1.045 0.75
C 1.584 -5.153 -2.308 -1.73
C 2.394 -3.395 -0.750 0.13
C -0.900 -2.937 -2.656 0.24
C 0.046 -1.872 -3.212 -1.28
C -1.183 -4.013 -3.706 -1.56
H -2.833 -5.380 1.195 0.53
H -2.663 -3.636 1.098 0.31
H -1.308 -4.636 1.639 0.12
H -2.506 -4.488 -1.163 0.51
H -0.460 -6.507 -0.108 0.33
H -0.939 -6.358 -1.798 0.28
H -2.113 -6.841 -0.584 0.48
H 1.206 -5.059 -0.199 0.44
H 1.752 -4.494 -3.159 0.26
H 0.809 -5.862 -2.585 0.29
H 2.505 -5.715 -2.151 0.53
H 2.409 -2.552 -1.453 -0.39
H 3.366 -3.883 -0.845 0.70
H 2.346 -3.058 0.289 -0.68
H -1.854 -2.437 -2.434 0.48
H 1.039 -2.273 -3.408 0.03
H 0.158 -1.016 -2.534 0.14
H -0.330 -1.470 -4.152 0.61
H -0.266 -4.423 -4.122 0.28
H -1.749 -3.576 -4.530 0.48
H -1.774 -4.836 -3.311 0.32
```


Computed, not measured: a structure of composition C33H52AsF6InN5O5SSbSi3, with ωB97M-V/def2-TZVPD.

Values from the calculation:
- LUMO energy (spin up / spin down): 1.85 / 0.52 eV
- 2S+1: 2
- Net charge: -1
- Molar mass: 1140.62 Da
- Total energy: -176084.1338 eV
- HOMO (spin up / spin down): -5.59 / -5.73 eV

Geometry as XYZ:
```
108
Properties=species:S:1:pos:R:3:mulliken_spin:R:1
In -1.143 -0.005 0.233 0.00
N -1.691 -3.287 -2.722 0.00
C -1.325 -2.067 -2.376 0.00
S 0.134 -1.597 -1.753 0.00
N -2.368 -1.122 -2.648 0.00
N -2.631 -0.422 -1.683 0.01
C -3.740 0.513 -1.909 0.05
C -3.300 1.956 -1.768 0.06
C -4.254 2.933 -2.032 -0.05
C -3.956 4.283 -1.961 0.00
C -2.661 4.663 -1.628 0.00
C -1.695 3.708 -1.380 0.00
C -1.980 2.333 -1.449 0.01
O -1.008 1.456 -1.253 0.00
H -1.167 -4.052 -2.322 0.00
H -2.675 -3.453 -2.899 0.00
H -4.078 0.346 -2.934 -0.02
H -5.261 2.623 -2.297 0.01
H -4.720 5.024 -2.160 0.00
H -2.402 5.714 -1.567 0.00
H -0.680 3.990 -1.125 0.00
C -1.113 -0.023 3.825 0.00
C -0.862 -1.322 3.067 0.00
C -0.059 -2.293 3.934 0.00
C -0.119 -1.100 1.749 0.00
H -1.584 -0.231 4.790 0.00
H -1.764 0.652 3.272 0.00
H -0.166 0.494 4.022 0.00
H -1.827 -1.788 2.850 0.00
H 0.926 -1.867 4.159 0.00
H 0.084 -3.245 3.424 0.00
H -0.563 -2.487 4.884 0.00
H 0.134 -2.065 1.300 0.00
H 0.825 -0.575 1.932 0.00
F -2.573 -2.460 0.261 0.01
Sb -2.948 -4.324 0.512 0.00
F -4.648 -3.821 1.151 0.00
F -3.597 -4.378 -1.272 0.00
F -3.351 -6.150 0.735 0.00
F -1.227 -4.774 -0.176 0.00
F -2.210 -4.215 2.244 0.00
C 5.655 -2.859 -0.637 0.00
Si 3.808 -2.594 -0.890 0.00
C 2.852 -3.842 0.127 0.00
C 3.441 -2.872 -2.710 0.00
As 3.077 -0.459 -0.206 0.00
Si 3.844 0.925 -1.940 0.00
C 2.580 0.835 -3.314 0.00
C 5.554 0.504 -2.608 0.00
C 3.885 2.690 -1.292 0.00
Si 4.500 -0.060 1.608 0.00
C 3.897 1.517 2.432 0.00
C 4.248 -1.492 2.799 0.00
C 6.337 0.170 1.259 0.00
H 5.938 -3.813 -1.094 0.00
H 5.915 -2.910 0.422 0.00
H 6.254 -2.072 -1.098 0.00
H 2.923 -4.831 -0.335 0.00
H 1.794 -3.580 0.185 0.00
H 3.241 -3.917 1.145 0.00
H 3.716 -3.904 -2.951 0.00
H 4.008 -2.212 -3.366 0.00
H 2.380 -2.744 -2.926 0.00
H 2.409 -0.182 -3.671 0.00
H 2.920 1.444 -4.158 0.00
H 1.618 1.224 -2.969 0.00
H 5.566 -0.466 -3.106 0.00
H 6.311 0.484 -1.822 0.00
H 5.851 1.259 -3.343 0.00
H 2.892 3.008 -0.963 0.00
H 4.198 3.354 -2.103 0.00
H 4.582 2.821 -0.462 0.00
H 2.843 1.447 2.710 0.00
H 4.018 2.391 1.789 0.00
H 4.477 1.688 3.344 0.00
H 3.220 -1.859 2.769 0.00
H 4.450 -1.163 3.823 0.00
H 4.913 -2.330 2.582 0.00
H 6.529 0.734 0.344 0.00
H 6.856 -0.786 1.178 0.00
H 6.779 0.728 2.090 0.00
C 0.768 4.585 2.260 0.00
C -0.591 4.336 2.335 0.00
C -1.079 3.113 1.893 0.00
N -0.282 2.168 1.395 0.00
C 1.026 2.410 1.328 0.00
C 1.599 3.598 1.747 0.00
H 1.178 5.529 2.597 0.00
H -1.280 5.071 2.728 0.00
H -2.136 2.881 1.949 0.00
H 1.638 1.612 0.916 0.00
H 2.669 3.740 1.671 0.00
O -4.257 2.294 1.946 0.04
C -4.064 1.385 1.142 0.05
O -2.999 0.676 1.065 0.02
C -5.172 1.029 0.176 0.28
C -6.383 1.626 0.344 -0.16
C -7.470 1.350 -0.503 0.34
C -7.338 0.387 -1.512 -0.11
C -6.147 -0.249 -1.686 0.25
C -4.899 0.049 -0.927 -0.06
N -6.088 -1.317 -2.667 0.00
O -7.072 -1.553 -3.353 0.06
O -5.062 -1.975 -2.700 0.04
H -6.476 2.335 1.155 0.00
H -8.417 1.852 -0.363 0.02
H -8.172 0.110 -2.140 0.01
H -4.530 -0.879 -0.465 0.14
```


Computed, not measured: a structure of composition C33H52AuGeN4SSi2, with ωB97M-V/def2-TZVPD.

Values from the calculation:
- LUMO energy (spin up / spin down): 2.52 / 2.26 eV
- 2S+1: 3
- Net charge: -1
- Molar mass: 862.62 Da
- Total energy: -127827.4163 eV
- HOMO (spin up / spin down): -2.41 / -4.86 eV

Geometry as XYZ:
```
94
Properties=species:S:1:pos:R:3:mulliken_spin:R:1
Au -0.011 0.324 -0.386 -0.09
C 2.535 -4.296 3.276 0.00
Si 1.722 -2.913 4.241 0.00
C 2.959 -1.630 4.810 0.00
C 0.994 -3.712 5.790 0.00
C 0.286 -2.135 3.303 0.01
C -1.007 -2.222 3.779 0.00
C -2.082 -1.652 3.089 0.01
C -1.797 -1.000 1.915 0.01
N -0.560 -0.900 1.425 0.02
C 0.497 -1.441 2.076 0.00
S 2.041 -1.289 1.347 0.00
H 3.331 -4.754 3.869 0.00
H 2.956 -3.924 2.341 0.00
H 1.803 -5.073 3.041 0.00
H 3.670 -2.072 5.513 0.00
H 2.443 -0.809 5.314 0.00
H 3.506 -1.214 3.965 0.00
H 1.793 -4.180 6.370 0.00
H 0.266 -4.488 5.544 0.00
H 0.506 -2.981 6.440 0.00
H -1.200 -2.744 4.709 0.00
H -3.096 -1.712 3.456 0.00
H -2.578 -0.539 1.319 0.00
C 1.245 3.267 -1.653 0.00
Si 0.448 1.676 -2.276 0.00
C 1.759 0.866 -3.419 0.00
C 1.172 -0.139 -4.413 0.03
C 2.764 0.143 -2.509 0.04
C 2.537 1.930 -4.205 0.01
C -1.162 2.255 -3.154 0.00
C -2.173 1.153 -3.469 0.01
C -1.854 3.260 -2.223 0.01
C -0.807 2.973 -4.462 0.00
H 1.332 3.999 -2.461 0.00
H 2.247 3.078 -1.262 0.00
H 0.669 3.708 -0.841 0.00
H 0.630 -0.937 -3.903 -0.03
H 1.981 -0.597 -4.996 0.00
H 0.486 0.335 -5.120 0.00
H 2.292 -0.631 -1.904 -0.03
H 3.259 0.839 -1.826 0.00
H 3.542 -0.332 -3.119 0.00
H 1.905 2.488 -4.898 0.00
H 3.318 1.438 -4.797 0.00
H 3.029 2.645 -3.545 0.00
H -2.552 0.693 -2.556 0.00
H -1.755 0.366 -4.101 0.00
H -3.029 1.588 -4.001 0.00
H -2.061 2.826 -1.242 -0.01
H -2.809 3.572 -2.661 0.00
H -1.253 4.156 -2.064 0.00
H -0.414 2.283 -5.211 0.00
H -0.070 3.766 -4.312 0.00
H -1.708 3.435 -4.883 0.00
C -0.697 -3.835 -3.198 0.00
Ge 0.163 -3.008 -1.628 0.01
C -0.435 -4.015 -0.056 0.05
C 2.093 -3.252 -1.839 0.02
C -0.448 -1.170 -1.653 0.98
H -0.449 -4.897 -3.255 0.00
H -0.364 -3.356 -4.122 0.00
H -1.783 -3.739 -3.136 0.00
H -0.358 -5.083 -0.271 0.00
H -1.471 -3.782 0.193 0.00
H 0.193 -3.786 0.804 -0.01
H 2.317 -4.320 -1.785 0.00
H 2.627 -2.746 -1.037 0.00
H 2.435 -2.870 -2.802 0.00
H -1.233 -0.996 -2.382 -0.04
N 1.871 5.340 4.470 0.04
C 1.625 6.376 5.342 0.02
C 2.440 7.098 6.196 0.00
C 1.842 8.104 6.950 0.05
C 0.474 8.364 6.842 -0.03
C -0.337 7.634 5.984 0.06
C 0.241 6.622 5.219 -0.03
N -0.329 5.767 4.309 0.13
C 0.665 4.998 3.866 0.10
C 0.559 3.963 2.908 0.15
C 1.666 3.180 2.452 0.04
C 1.491 2.200 1.524 0.10
N 0.283 1.903 0.970 0.18
C -0.791 2.634 1.408 0.12
C -0.701 3.629 2.327 0.00
H 2.752 4.891 4.308 0.00
H 3.501 6.894 6.278 0.00
H 2.446 8.691 7.630 0.01
H 0.039 9.153 7.444 0.00
H -1.398 7.836 5.902 0.00
H 2.669 3.330 2.833 0.03
H 2.321 1.591 1.193 0.00
H -1.748 2.374 0.971 0.02
H -1.586 4.170 2.630 0.02
```


Computed, not measured: a structure of composition C33H52CaN3O3P2, with ωB97M-V/def2-TZVPD.

Values from the calculation:
- LUMO energy: -2.84 eV
- Net charge: +1
- Molar mass: 640.82 Da
- Total energy: -82691.5890 eV
- HOMO: -7.82 eV

Geometry as XYZ:
```
94
Properties=species:S:1:pos:R:3:mulliken_charge:R:1
C -0.513 2.623 1.517 -0.36
C -2.482 1.473 0.942 0.30
C -1.238 3.682 2.061 -0.88
C -3.239 2.440 1.648 -1.03
C -2.623 3.560 2.174 -0.97
H -0.690 4.550 2.409 0.49
H -4.314 2.278 1.686 0.52
H -3.202 4.333 2.670 0.42
N -1.103 1.549 0.969 1.58
P 1.851 1.082 1.789 0.71
P -2.521 -0.415 -1.182 0.90
C 1.033 2.709 1.518 -0.93
H 1.366 3.111 0.545 0.52
H 1.364 3.426 2.284 0.39
C 1.705 -2.178 -2.165 0.31
O 2.409 -3.036 -2.457 -0.23
C -3.165 0.451 0.196 -1.14
H -4.194 0.250 0.502 0.12
C -2.927 0.577 -2.774 1.93
C -3.348 -2.127 -1.181 1.89
C 3.641 1.174 1.144 1.80
C 1.765 0.947 3.680 2.25
C -1.900 0.145 -3.845 -1.56
H -2.043 -0.900 -4.157 0.29
H -2.026 0.784 -4.732 0.51
H -0.868 0.261 -3.486 0.05
C -4.363 0.335 -3.247 -2.09
H -4.549 -0.691 -3.587 0.32
H -5.091 0.605 -2.471 0.38
H -4.550 0.993 -4.110 0.54
C -2.786 2.077 -2.469 -1.35
H -2.918 2.639 -3.407 0.67
H -3.560 2.411 -1.762 0.33
H -1.798 2.326 -2.062 -0.33
C -2.919 -2.865 -2.467 -1.85
H -1.826 -2.847 -2.602 0.25
H -3.231 -3.918 -2.397 0.50
H -3.391 -2.443 -3.366 0.28
C -2.832 -2.898 0.049 -1.84
H -1.749 -3.075 0.011 0.20
H -3.076 -2.375 0.983 0.25
H -3.320 -3.885 0.083 0.66
C -4.870 -2.043 -1.066 -1.84
H -5.340 -1.518 -1.902 0.30
H -5.262 -3.071 -1.061 0.53
H -5.179 -1.564 -0.130 0.33
C 2.538 -0.324 4.092 -1.96
H 2.300 -0.572 5.140 0.55
H 2.274 -1.195 3.470 0.16
H 3.627 -0.176 4.038 0.27
C 0.281 0.820 4.085 -1.64
H -0.258 1.762 3.921 0.33
H -0.237 0.032 3.525 0.02
H 0.220 0.578 5.159 0.58
C 2.329 2.170 4.412 -1.85
H 2.272 1.961 5.491 0.52
H 3.377 2.370 4.176 0.29
H 1.741 3.076 4.224 0.34
C 3.662 1.809 -0.258 -1.82
H 3.283 2.840 -0.251 0.39
H 4.706 1.844 -0.606 0.64
H 3.086 1.230 -0.988 0.08
C 4.148 -0.285 1.053 -1.58
H 3.495 -0.915 0.427 0.17
H 5.149 -0.280 0.599 0.47
H 4.231 -0.757 2.042 0.30
C 4.549 1.993 2.064 -2.04
H 4.178 3.018 2.199 0.34
H 4.710 1.517 3.040 0.34
H 5.539 2.069 1.590 0.54
Ca 0.094 -0.453 0.069 1.44
N 0.650 1.049 -1.581 -0.06
C 0.754 2.046 -2.197 -0.21
C 0.985 3.169 -3.019 0.55
C 2.089 3.156 -3.891 -0.35
C 0.115 4.275 -2.991 -0.11
C 2.293 4.222 -4.763 -0.70
H 2.762 2.298 -3.868 0.44
C 0.310 5.326 -3.887 -0.81
H -0.702 4.289 -2.269 0.43
C 1.396 5.297 -4.770 -0.36
H 3.152 4.206 -5.436 0.40
H -0.392 6.163 -3.889 0.40
H 1.547 6.122 -5.466 0.40
N -0.303 -3.156 3.966 -0.18
C 0.188 -3.735 2.666 -1.11
C 0.175 -2.581 1.718 1.05
O 0.809 -2.606 0.620 -0.68
O -0.514 -1.566 2.082 -0.84
H 0.455 -2.680 4.485 0.27
H -0.681 -3.870 4.592 0.41
H -1.010 -2.437 3.708 0.28
H 1.193 -4.161 2.778 0.39
H -0.497 -4.526 2.343 0.41
```


Computed, not measured: a structure of composition C33H53BHfN6OS4, with ωB97M-V/def2-TZVPD.

Values from the calculation:
- LUMO energy: -12.62 eV
- Net charge: +4
- Molar mass: 867.40 Da
- Total energy: -91359.3605 eV
- HOMO: -20.19 eV

Geometry as XYZ:
```
99
Properties=species:S:1:pos:R:3:mulliken_charge:R:1
Hf 0.122 -0.404 0.186 0.94
C 0.029 1.503 5.164 -1.96
C 0.865 2.072 4.060 0.38
C 1.953 2.877 4.313 -0.24
C 2.771 3.401 3.280 -0.47
N 2.468 3.153 2.024 -0.79
N 1.368 2.422 1.775 1.75
B 1.052 2.590 0.333 -1.74
N -0.245 3.176 -0.056 1.42
N -0.433 4.335 0.600 -0.77
C -1.428 5.093 0.192 -0.06
C -2.252 4.663 -0.885 -0.29
C -2.086 3.452 -1.514 0.14
C -2.966 2.969 -2.622 -1.83
C -1.014 2.681 -1.025 0.87
S -0.634 1.068 -1.627 -0.42
C -1.669 6.413 0.890 2.00
C -3.083 6.376 1.496 -1.66
C -1.572 7.531 -0.163 -1.46
C -0.641 6.649 1.993 -1.87
N 2.153 2.478 -0.650 1.31
N 2.308 3.680 -1.238 -0.74
C 3.383 3.856 -1.973 -0.07
C 4.311 2.792 -2.139 -0.41
C 4.125 1.555 -1.572 0.09
C 5.082 0.419 -1.757 -1.86
C 2.955 1.425 -0.794 1.02
S 2.558 -0.117 -0.015 -0.43
C 3.607 5.203 -2.625 2.04
C 3.689 4.990 -4.145 -1.66
C 2.471 6.168 -2.296 -1.91
C 4.937 5.762 -2.091 -1.53
C 0.592 1.835 2.697 1.27
S -0.730 0.779 2.198 -0.46
C 3.967 4.297 3.542 2.10
C 3.450 5.741 3.405 -1.51
C 5.063 4.032 2.505 -1.51
C 4.523 4.070 4.950 -2.02
H 0.589 1.508 6.096 0.44
H -0.289 0.484 4.951 0.42
H -0.868 2.112 5.300 0.35
H 2.215 3.097 5.340 0.51
H -3.059 5.315 -1.200 0.52
H -3.773 3.675 -2.804 0.45
H -3.403 2.001 -2.375 0.41
H -2.395 2.858 -3.547 0.40
H -3.859 6.210 0.746 0.38
H -3.294 7.337 1.963 0.47
H -3.169 5.603 2.262 0.37
H -2.333 7.447 -0.940 0.38
H -0.588 7.552 -0.636 0.25
H -1.725 8.491 0.329 0.48
H -0.701 5.887 2.773 0.33
H -0.845 7.614 2.455 0.51
H 0.379 6.672 1.605 0.32
H 5.186 2.968 -2.752 0.53
H 5.885 0.706 -2.431 0.44
H 4.575 -0.450 -2.178 0.40
H 5.522 0.131 -0.800 0.41
H 2.768 4.559 -4.541 0.37
H 4.527 4.356 -4.439 0.38
H 3.841 5.954 -4.631 0.47
H 1.516 5.817 -2.694 0.31
H 2.686 7.132 -2.753 0.56
H 2.365 6.321 -1.221 0.29
H 5.792 5.134 -2.349 0.42
H 4.911 5.890 -1.007 0.29
H 5.118 6.739 -2.539 0.48
H 3.100 5.939 2.390 0.25
H 4.262 6.434 3.629 0.48
H 2.637 5.950 4.103 0.39
H 4.707 4.182 1.485 0.10
H 5.467 3.023 2.599 0.38
H 5.880 4.732 2.676 0.50
H 3.858 4.437 5.732 0.42
H 5.456 4.624 5.053 0.44
H 4.752 3.018 5.140 0.47
C -0.747 -6.360 -2.326 -1.15
C -1.789 -5.252 -2.355 -0.48
C -1.632 -4.288 -1.181 -0.60
S -0.016 -3.464 -1.338 0.12
O -0.314 -1.935 -0.975 -0.56
C 0.953 -3.956 0.103 -0.77
C 0.700 -3.144 1.370 -0.39
C -0.739 -2.963 1.851 -1.13
H -0.846 -7.005 -3.196 0.37
H -0.854 -6.983 -1.436 0.34
H 0.282 -5.978 -2.355 0.36
H -2.794 -5.669 -2.270 0.38
H -1.763 -4.692 -3.292 0.35
H -1.652 -4.804 -0.221 0.30
H -2.352 -3.467 -1.174 0.51
H 1.995 -3.885 -0.213 0.56
H 0.737 -5.018 0.251 0.54
H 1.273 -2.184 1.351 0.14
H 1.249 -3.650 2.170 0.62
H -1.371 -2.306 1.226 0.36
H -0.762 -2.578 2.868 0.32
H -1.269 -3.916 1.849 0.40
```